Entry 1:
{
  "formula": "C3H9O6SSi",
  "method": "wB97M-V/def2-TZVPD",
  "e_homo_ev": -5.3,
  "spin_multiplicity": 1,
  "e_above_lowest_ev": 0.444,
  "homo_lumo_gap_ev": 7.75,
  "lumo_ev": 2.456,
  "total_charge": -1,
  "species": ["C", "C", "C", "O", "O", "O", "O", "O", "O", "Si", "S", "H", "H", "H", "H", "H", "H", "H", "H", "H"],
  "coordinates": [[-0.1147, -2.0023, -1.8644], [0.9256, -1.5246, 2.3843], [1.4969, 1.6835, -0.0466], [-3.3380, 3.7597, -0.0602], [-3.3269, 2.9242, -2.3700], [-1.2340, 0.5528, -0.1458], [0.0684, -1.8387, -0.5212], [-0.1406, -0.8416, 1.8329], [1.4680, 0.3459, -0.1213], [-0.0844, -0.3706, 0.2470], [-3.4078, 2.6272, -0.9388], [0.3665, -1.2666, -2.3800], [-1.1225, -1.7816, -2.0104], [0.0843, -3.0364, -2.0758], [0.9340, -2.7228, 2.2527], [1.0116, -1.4192, 3.5847], [1.9369, -1.2492, 2.1104], [1.2575, 2.0218, 0.9306], [0.7282, 2.1907, -0.7585], [2.4909, 1.9479, -0.0496]],
  "nbo_charge": [-0.23, -0.23, -0.23, -0.86, -0.86, -1.37, -0.91, -0.89, -0.90, 2.39, 1.71, 0.16, 0.16, 0.15, 0.14, 0.14, 0.17, 0.14, 0.17, 0.15]
}

Entry 2:
{
  "formula": "C5H21N2O3",
  "method": "wB97M-V/def2-TZVPD",
  "e_homo_ev": -12.0,
  "spin_multiplicity": 1,
  "e_above_lowest_ev": 0.619,
  "homo_lumo_gap_ev": 9.46,
  "lumo_ev": -2.567,
  "total_charge": 1,
  "species": ["C", "N", "C", "C", "N", "C", "C", "H", "H", "H", "H", "H", "H", "H", "H", "H", "H", "H", "H", "H", "H", "H", "H", "H", "O", "H", "H", "O", "H", "H", "O"],
  "coordinates": [[0.7484, -1.7698, -0.3381], [0.4635, -1.3745, -1.7015], [-0.7975, -1.8661, -2.2369], [-0.2341, -1.2757, 0.7235], [-0.2011, 0.2030, 0.8730], [0.9448, 0.7241, 1.6881], [0.6570, 0.6177, 3.1682], [1.7639, -1.4588, -0.0938], [0.7494, -2.8572, -0.3008], [0.5497, -0.3770, -1.8468], [-0.8557, -2.9489, -2.1064], [-0.8379, -1.6537, -3.3030], [-1.6940, -1.4419, -1.7721], [-0.0124, -1.7234, 1.6893], [-1.2522, -1.5609, 0.4499], [-1.0772, 0.5141, 1.3155], [-0.1802, 0.6648, -0.0548], [1.0945, 1.7611, 1.4046], [1.8258, 0.1497, 1.4156], [1.5201, 0.9581, 3.7373], [-0.1830, 1.2425, 3.4815], [0.4509, -0.4035, 3.4860], [-3.3923, 0.3727, 2.4426], [-3.5963, 1.0647, 1.0894], [-2.9549, 0.5630, 1.6046], [2.2017, 1.2935, -3.7403], [2.6884, 2.5707, -3.0191], [2.0397, 1.8611, -2.9762], [0.6263, 1.9579, -1.9170], [-0.8936, 2.2947, -1.8230], [-0.1619, 1.8983, -1.3393]],
  "nbo_charge": [-0.24, -0.62, -0.42, -0.25, -0.56, -0.22, -0.64, 0.20, 0.22, 0.36, 0.21, 0.22, 0.16, 0.22, 0.23, 0.46, 0.47, 0.23, 0.22, 0.25, 0.22, 0.22, 0.50, 0.50, -0.97, 0.50, 0.50, -0.97, 0.52, 0.50, -1.00]
}

Entry 3:
{
  "formula": "C3H6N4O",
  "method": "wB97M-V/def2-TZVPD",
  "e_homo_ev": [-7.4, -7.7],
  "spin_multiplicity": 1,
  "e_above_lowest_ev": 4.702,
  "homo_lumo_gap_ev": [7.13, 7.49],
  "lumo_ev": [-0.235, -0.256],
  "species": ["C", "C", "C", "N", "N", "N", "N", "O", "H", "H", "H", "H", "H", "H"],
  "coordinates": [[0.6649, 0.8766, 0.2038], [-0.4773, 0.0354, -0.0353], [3.0273, 0.1194, -0.3847], [1.9844, 0.6493, 0.3528], [-0.5554, -1.2341, 0.1673], [-1.6425, 0.7817, -0.3380], [-1.7527, -1.8755, -0.0424], [3.9345, -0.5720, -0.0734], [0.3762, 1.9122, 0.3364], [2.4200, 1.4682, 0.7821], [-1.4585, 1.7179, -0.6618], [-2.2530, 0.2879, -0.9741], [-1.6963, -2.7988, 0.3706], [-2.5717, -1.3681, 0.2966]],
  "nbo_charge": [-0.04, 0.27, 0.57, -0.60, -0.28, -0.85, -0.65, -0.48, 0.17, 0.42, 0.38, 0.38, 0.37, 0.35]
}

Entry 4:
{
  "formula": "C4H10N3",
  "method": "wB97M-V/def2-TZVPD",
  "e_homo_ev": -14.0,
  "spin_multiplicity": 1,
  "e_above_lowest_ev": 3.830,
  "homo_lumo_gap_ev": 10.14,
  "smiles": "C1C[N@H+]2CN[C@@H]1N2",
  "lumo_ev": -3.852,
  "total_charge": 1,
  "species": ["C", "C", "C", "C", "N", "N", "N", "H", "H", "H", "H", "H", "H", "H", "H", "H", "H"],
  "coordinates": [[-0.6793, -1.2399, -0.4333], [-0.0460, -1.0658, 0.9445], [1.1251, 0.9151, 0.1349], [-0.7217, 0.1327, -0.9687], [0.6993, 0.4883, -1.1146], [-1.2657, 0.8705, 0.1561], [0.1386, 0.3967, 1.0534], [0.0520, -1.9899, -0.9264], [-1.5649, -1.8727, -0.5552], [-0.5915, -1.4232, 1.7270], [1.0130, -1.5538, 0.9140], [2.0083, 0.4028, 0.3293], [1.2017, 1.9388, 0.3319], [-1.4514, 0.2022, -1.6977], [1.0491, 0.9948, -1.8751], [-1.1857, 1.8587, 0.0644], [0.2191, 0.9447, 1.9154]],
  "nbo_charge": [-0.43, -0.22, -0.06, 0.02, -0.64, -0.33, -0.26, 0.25, 0.26, 0.24, 0.24, 0.22, 0.19, 0.27, 0.42, 0.37, 0.46]
}

Entry 5:
{
  "formula": "C4H6Br2N",
  "method": "wB97M-V/def2-TZVPD",
  "e_homo_ev": -13.2,
  "spin_multiplicity": 1,
  "e_above_lowest_ev": 0.311,
  "homo_lumo_gap_ev": 9.28,
  "smiles": "BrC1=C(Br)C[NH2+]C1",
  "lumo_ev": -3.906,
  "total_charge": 1,
  "species": ["C", "C", "C", "C", "N", "Br", "Br", "H", "H", "H", "H", "H", "H"],
  "coordinates": [[1.1788, -0.6019, -0.0155], [1.0430, 0.7266, -0.1217], [-0.2123, -1.1853, 0.0177], [-0.3496, 1.2486, -0.0750], [-1.2042, -0.0556, 0.1074], [2.5424, -1.8968, 0.0125], [2.5097, 1.7767, 0.0268], [-0.5009, -1.8600, -0.9392], [-0.4108, -1.9175, 0.7623], [-0.6428, 1.7495, 0.8618], [-0.4748, 1.8877, -1.0455], [-1.8300, 0.0489, -0.6566], [-1.6484, 0.0790, 1.0651]],
  "nbo_charge": [-0.12, -0.20, -0.28, -0.25, -0.51, 0.22, 0.21, 0.25, 0.25, 0.24, 0.27, 0.45, 0.46]
}

Entry 6:
{
  "formula": "C51H113N2O12S",
  "method": "wB97M-V/def2-TZVPD",
  "e_homo_ev": -11.2,
  "spin_multiplicity": 1,
  "homo_lumo_gap_ev": 7.12,
  "lumo_ev": -4.105,
  "total_charge": 1,
  "species": ["C", "C", "C", "C", "C", "C", "C", "C", "C", "C", "N", "C", "O", "C", "C", "C", "C", "C", "C", "C", "C", "C", "C", "C", "C", "C", "C", "N", "O", "C", "C", "S", "O", "O", "H", "H", "H", "H", "H", "H", "H", "H", "H", "H", "H", "H", "H", "H", "H", "H", "H", "H", "H", "H", "H", "H", "H", "H", "H", "H", "H", "H", "H", "H", "H", "H", "H", "H", "H", "H", "H", "H", "H", "H", "H", "H", "H", "H", "H", "H", "H", "H", "H", "C", "C", "C", "O", "H", "H", "H", "H", "H", "H", "H", "H", "C", "C", "C", "O", "H", "H", "H", "H", "H", "H", "H", "H", "C", "C", "C", "O", "H", "H", "H", "H", "H", "H", "H", "H", "C", "C", "C", "O", "H", "H", "H", "H", "H", "H", "H", "H", "C", "C", "C", "O", "H", "H", "H", "H", "H", "H", "H", "H", "C", "C", "C", "O", "H", "H", "H", "H", "H", "H", "H", "H", "C", "C", "C", "O", "H", "H", "H", "H", "H", "H", "H", "H", "C", "C", "C", "O", "H", "H", "H", "H", "H", "H", "H", "H"],
  "coordinates": [[6.2621, -2.0018, 2.5694], [6.5524, -3.6173, 2.8182], [7.9263, -4.1247, 2.0814], [7.8145, -4.1573, 0.4150], [8.8855, -3.1015, -0.2405], [8.3855, -2.3698, -1.6193], [7.7333, -0.8507, -1.3649], [6.1376, -1.0948, -1.0791], [5.2884, 0.2480, -0.6752], [3.6983, -0.0712, -0.2657], [3.0093, -1.3573, -0.7322], [1.5616, -1.7266, -0.3504], [1.0675, -3.0482, -0.8618], [0.6064, -0.7144, 0.5774], [-0.9663, -1.1764, 0.9097], [-1.8077, -1.5861, -0.4383], [-3.4557, -1.6923, -0.1844], [-3.8018, -2.7700, 1.0013], [-3.0718, -4.2549, 0.7884], [-2.0884, -4.6638, 2.0484], [-0.5246, -4.9302, 1.6349], [0.3857, -5.5358, 2.9008], [1.9427, -4.9531, 2.7395], [1.2422, 0.7354, 1.1164], [0.3895, 1.7982, 2.0369], [-0.8273, 2.5679, 1.2525], [-0.3576, 3.4995, -0.0142], [-1.0551, 3.2534, -1.3639], [0.5541, 4.4734, 0.0678], [2.8271, 1.0123, 0.6642], [3.6512, 2.4020, 1.0743], [3.7093, 3.5172, -0.4663], [2.9401, 2.8897, -1.6651], [5.1684, 3.8009, -0.9471], [6.3395, -1.3887, 3.5634], [5.1604, -1.8966, 2.1536], [7.0370, -1.5294, 1.8120], [6.6727, -3.7287, 4.0000], [5.5860, -4.2447, 2.5343], [8.7849, -3.3857, 2.3750], [8.1875, -5.1850, 2.5233], [8.1600, -5.2606, 0.1187], [6.7139, -4.0553, 0.0268], [9.8622, -3.7345, -0.5022], [9.2229, -2.2724, 0.5458], [9.1795, -2.3729, -2.4943], [7.4696, -3.0192, -2.0255], [8.3000, -0.2684, -0.5204], [7.8061, -0.3202, -2.4318], [6.0552, -1.8944, -0.2124], [5.6460, -1.5523, -2.0620], [5.3216, 1.1067, -1.4721], [5.8044, 0.6817, 0.3098], [3.5305, -2.0477, -1.3515], [1.6626, -3.3233, -1.6265], [-1.0038, -2.0056, 1.7677], [-1.5340, -0.2388, 1.3830], [-1.5032, -2.6064, -0.9244], [-1.5574, -0.7516, -1.2535], [-3.8960, -2.0322, -1.2372], [-3.8573, -0.6025, 0.0163], [-4.9836, -2.9350, 0.9642], [-3.4538, -2.2955, 2.0168], [-3.9739, -5.0361, 0.8227], [-2.5838, -4.3822, -0.2691], [-2.4902, -5.6925, 2.5016], [-2.1899, -3.8479, 2.8814], [0.0031, -3.8962, 1.3647], [-0.4064, -5.5974, 0.6559], [-0.0363, -5.0249, 3.8761], [0.3582, -6.7098, 2.9252], [2.0691, -3.8739, 3.2164], [2.2708, -4.8687, 1.6137], [2.7230, -5.6402, 3.2787], [-0.0565, 1.1957, 2.9645], [1.0608, 2.6501, 2.5298], [-1.6961, 1.8772, 0.8789], [-1.3182, 3.3094, 2.0490], [-1.8374, 2.5477, -1.2482], [-1.5736, 4.1399, -1.6383], [4.7397, 2.1664, 1.4994], [3.1147, 3.0307, 1.9051], [3.1394, 4.8049, -0.2094], [2.8587, -5.7033, 6.8297], [4.1338, -5.6658, 6.0027], [5.3688, -5.6376, 6.8891], [4.1232, -4.5089, 5.1705], [2.7758, -4.8126, 7.4627], [1.9778, -5.7108, 6.1787], [2.8290, -6.5905, 7.4697], [4.1723, -6.5416, 5.3457], [5.3749, -4.7446, 7.5241], [6.2785, -5.5983, 6.2804], [5.4144, -6.5229, 7.5307], [4.0891, -3.7262, 5.7453], [5.7519, 4.2036, 5.5373], [5.2785, 4.1054, 4.0959], [5.4808, 5.4178, 3.3554], [3.8960, 3.7597, 4.0753], [5.1877, 4.9677, 6.0839], [5.5888, 3.2557, 6.0614], [6.8163, 4.4529, 5.5872], [5.8238, 3.3056, 3.5830], [4.9071, 6.2249, 3.8246], [5.1243, 5.3360, 2.3230], [6.5371, 5.7034, 3.3398], [3.4039, 4.4644, 4.5286], [-8.2311, -2.3829, -0.9979], [-6.8252, -2.4010, -1.5762], [-6.8278, -2.0331, -3.0514], [-6.2647, -3.7014, -1.4147], [-8.8734, -3.1109, -1.5064], [-8.2152, -2.6617, 0.0612], [-8.6842, -1.3913, -1.0925], [-6.1906, -1.6998, -1.0231], [-7.4202, -2.7486, -3.6326], [-5.8108, -2.0622, -3.4570], [-7.2387, -1.0309, -3.2075], [-6.8217, -4.3307, -1.9026], [-2.6467, 8.1696, 0.6493], [-1.8407, 7.2040, -0.2046], [-0.7536, 7.9274, -0.9834], [-2.7118, 6.5393, -1.1160], [-3.1469, 8.9199, 0.0266], [-3.4333, 7.6369, 1.1946], [-2.0074, 8.6858, 1.3721], [-1.3880, 6.4376, 0.4340], [-1.1867, 8.6690, -1.6640], [-0.1897, 7.2218, -1.6028], [-0.0574, 8.4362, -0.3095], [-3.1183, 7.2121, -1.6872], [2.3341, 5.1520, -3.8679], [2.6487, 5.3630, -5.3403], [4.0632, 5.8851, -5.5357], [1.7213, 6.2936, -5.8928], [2.4051, 6.0944, -3.3131], [1.3088, 4.7879, -3.7418], [3.0207, 4.4288, -3.4172], [2.5269, 4.4185, -5.8818], [4.1955, 6.8534, -5.0400], [4.2713, 6.0439, -6.5992], [4.8016, 5.1838, -5.1350], [1.8223, 7.1354, -5.4180], [-7.1309, 7.3937, 1.2015], [-7.2681, 5.9551, 0.7292], [-6.1306, 5.5664, -0.2018], [-8.5103, 5.7978, 0.0485], [-7.1610, 8.0887, 0.3547], [-7.9629, 7.6633, 1.8608], [-6.1918, 7.5436, 1.7431], [-7.2813, 5.2833, 1.5945], [-6.1253, 6.1966, -1.0983], [-6.2492, 4.5326, -0.5434], [-5.1616, 5.6615, 0.2978], [-8.5075, 6.3907, -0.7214], [-2.5299, 0.4165, -4.2974], [-3.9223, 0.1019, -4.8205], [-4.2785, 0.9787, -6.0105], [-4.8750, 0.3071, -3.7807], [-2.4645, 1.4563, -3.9576], [-2.2919, -0.2135, -3.4336], [-1.7718, 0.2532, -5.0696], [-3.9767, -0.9529, -5.1112], [-4.2752, 2.0383, -5.7313], [-5.2880, 0.7497, -6.3686], [-3.5729, 0.8322, -6.8340], [-4.8338, 1.2412, -3.5161], [-10.4266, -6.6724, -4.5342], [-9.0260, -6.4600, -3.9824], [-8.5077, -7.7102, -3.2896], [-9.0428, -5.3784, -3.0544], [-11.1333, -6.9068, -3.7301], [-10.7915, -5.7606, -5.0191], [-10.4442, -7.4882, -5.2634], [-8.3477, -6.1825, -4.7967], [-9.1463, -7.9814, -2.4413], [-7.5038, -7.5388, -2.8867], [-8.4677, -8.5571, -3.9815], [-9.6427, -5.6160, -2.3278]],
  "lowdin_charge": [-0.14, -0.25, -0.21, -0.20, -0.22, -0.21, -0.19, -0.24, -0.12, 0.01, 0.11, -0.02, -0.02, 0.03, -0.15, -0.20, -0.20, -0.19, -0.19, -0.22, -0.23, -0.23, -0.15, 0.03, -0.14, -0.11, -0.29, 0.10, -0.08, -0.03, -0.21, 0.78, -0.43, -0.45, 0.08, 0.07, 0.06, 0.10, 0.11, 0.11, 0.11, 0.12, 0.10, 0.12, 0.11, 0.12, 0.11, 0.12, 0.13, 0.09, 0.12, 0.13, 0.13, 0.15, 0.13, 0.12, 0.11, 0.10, 0.11, 0.12, 0.11, 0.12, 0.10, 0.12, 0.11, 0.12, 0.10, 0.07, 0.13, 0.11, 0.11, 0.08, 0.06, 0.06, 0.14, 0.13, 0.10, 0.15, 0.08, 0.10, 0.12, 0.08, 0.11, -0.06, -0.51, -0.06, -0.09, 0.08, 0.07, 0.08, 0.14, 0.08, 0.08, 0.08, 0.10, -0.06, -0.51, -0.05, -0.08, 0.09, 0.08, 0.09, 0.13, 0.09, 0.07, 0.09, 0.10, -0.05, -0.50, -0.06, -0.07, 0.07, 0.08, 0.08, 0.12, 0.08, 0.06, 0.08, 0.08, -0.06, -0.51, -0.06, -0.07, 0.09, 0.07, 0.08, 0.12, 0.09, 0.07, 0.08, 0.10, -0.07, -0.50, -0.07, -0.06, 0.08, 0.08, 0.05, 0.14, 0.08, 0.08, 0.08, 0.09, -0.06, -0.50, -0.07, -0.06, 0.08, 0.08, 0.07, 0.14, 0.08, 0.08, 0.06, 0.09, -0.06, -0.50, -0.06, -0.08, 0.07, 0.06, 0.08, 0.14, 0.08, 0.08, 0.08, 0.09, -0.06, -0.50, -0.06, -0.08, 0.08, 0.08, 0.08, 0.14, 0.08, 0.08, 0.08, 0.10]
}